Entry from the OMol25 dataset: a 12-piece molecular cluster, C24H75N3O12 overall in a non-equilibrium geometry (ωB97M-V/def2-TZVPD).

Element x y z (Å)
H 1.0700 1.9953 0.8074
C 5.6177 -5.0208 -4.8782
H 1.5232 -3.7501 -5.6515
H -5.1860 -0.3728 -1.0441
H -4.2864 3.1575 -2.0572
H 2.9832 0.1291 1.4109
O 0.1801 2.2599 0.5744
H -3.9742 -0.5107 -2.3345
O 4.2622 -4.4559 -4.7882
H -2.4737 -0.5930 2.8619
H 5.9551 2.3654 1.8409
O -2.8269 2.0992 3.9726
C -5.9223 -1.4140 -2.7594
H 0.8569 -0.5062 0.3377
H 4.0365 -2.1484 2.9920
O 3.2284 2.1601 2.0919
H -0.8499 4.7281 4.8726
C 0.0895 -1.1744 0.7285
H -0.7123 4.9863 -1.0366
H 7.0253 1.2722 1.0559
H 6.0801 -0.3425 -0.3034
H -7.5649 -1.2939 -1.5169
H 0.2855 1.1109 -2.8892
O -1.5532 0.3380 1.4292
C 2.1409 -3.9834 -3.6342
H 4.6384 -4.6554 3.1225
H 4.1200 -3.3315 -3.0930
C -4.1339 3.9283 -1.3018
H -1.1291 7.6263 -0.2142
H -1.3533 3.4787 6.0201
H 5.0634 -2.3042 0.8221
H -4.1220 3.7978 1.0430
N 5.1915 -0.4872 0.1542
H -7.6883 -2.3051 -2.6918
O -6.5187 -2.5565 -4.9110
C -0.7811 5.4435 -0.0495
C -4.0649 3.2670 0.0927
O -1.1917 4.4276 0.8385
C 3.6192 3.4994 1.7289
H -3.8121 -0.4846 3.5611
H 1.9809 -0.2466 5.5005
H -2.3199 6.6519 0.7810
H 0.3627 -2.0388 0.1233
H -5.0952 -3.3427 -3.4473
H 1.7676 -5.0057 -3.6954
H 2.9283 4.3407 1.7838
H -4.3762 -1.8508 -1.3065
H 4.4927 -0.4761 -0.5749
C -6.2687 -3.5971 -5.7727
H 0.6450 -2.7499 -4.5539
H -5.2348 -3.4421 -6.0813
C 3.5473 1.0353 1.1908
H 3.3226 1.3523 0.1724
H -6.3580 -4.5091 -5.1825
H 1.4644 -0.1220 3.7833
O -3.0244 -1.0263 3.5140
H -5.0871 5.2503 -2.2075
H 1.5815 0.6268 -2.2745
C -1.6663 6.6859 -0.0907
H 5.6479 -5.9132 -4.2531
O -5.2037 4.8245 -1.3551
C -1.2714 -0.5793 0.3832
H -4.6033 -1.9495 -4.4283
C 3.6549 -4.2201 -3.5197
H 5.1803 -0.0234 2.0989
H -0.2339 -1.8499 4.1447
H 1.1624 -2.5743 -2.4760
C 0.4538 -1.6502 4.9665
H -4.8921 2.5587 0.0466
C 3.7500 -2.8860 2.2423
C 1.6397 -3.1507 -4.7486
H -6.9039 -3.4987 -6.6530
H 3.3033 -4.0327 4.0587
H -1.6036 3.3582 2.9962
C -2.1824 3.3674 3.9197
C -4.8112 -1.0093 -1.8457
H 3.9481 3.4991 0.6897
H 0.2389 5.7833 0.1303
H -3.1670 4.3905 -1.5007
H 1.2230 -2.4075 4.8147
N -7.0077 -1.9632 -2.0284
H -2.1572 1.4274 3.8249
C 3.6332 -4.2418 3.0411
H 3.8186 -5.1230 -2.9314
H -0.6903 3.6103 0.7932
H -2.8549 4.2151 3.7884
H 5.9959 -5.3962 -5.8291
H 6.3650 -4.3308 -4.4863
H 2.7947 -2.5478 1.8410
H -3.2608 2.5313 0.1107
H -6.2250 -0.4984 -3.2675
H -0.0088 -1.7439 5.9489
C 1.1374 -0.2808 4.8109
H 2.3684 -2.3722 -4.9746
H 0.1344 0.8378 6.2051
H -0.0097 1.7798 -0.2317
H -2.2815 6.7015 -0.9903
C -5.4352 -2.4083 -3.8939
H -1.3343 -0.1556 -0.6191
H -0.2340 3.1620 4.6499
N 1.8102 -3.3460 -2.4059
H -2.0403 -1.3510 0.3444
H 0.3144 -1.4450 1.7602
H 1.4200 -4.0336 -1.7773
O 0.8324 1.1991 -2.1086
C 4.9456 0.5452 1.1991
H 4.5054 3.8774 2.2386
H -0.9478 1.0466 1.1991
H 5.7752 2.2573 0.1108
O 4.7446 -3.0780 1.2925
H 2.9007 -4.8954 2.5674
O 0.3002 0.7114 5.2680
C -1.1370 3.6812 4.9712
C 6.0136 1.6741 1.0003

Forces on atoms 1 to 3 (eV/Å):
0.50 0.08 0.39
-1.04 0.03 1.91
0.22 0.08 -0.14

ΔE to the lowest compared entry with this formula, charge and spin = 3.908 eV
DFT total energy = -55138.4679 eV
Kohn-Sham gap = 8.84 eV
SMILES string = COC[C@H](C)N.COC[C@H](C)N.COC[C@H](C)N.CCO.CCO.CCO.CCO.CCO.CCO.O.O.O
E_LUMO = -0.4212 eV